This record from the Open Molecules 2025 dataset describes a 8-piece molecular cluster, C51H91ClNO10P overall. The level of theory is ωB97M-V with the def2-TZVPD basis set.

Summary:
lowest unoccupied orbital energy = -0.470 eV
structure (SMILES) = COCCCCCCCCCCCCN1C(=O)c2cc(P(C)C)cc(Cl)c2C1=O.C1CCOC1.C1CCOC1.C1CCOC1.C1CCOC1.C1CCOC1.C1CCOC1.C1CCOC1
2S+1 = 1
strongest force on any atom = 2.518 eV/Å
electronic energy = -3606.33468 hartree

Last column: Mulliken charge in e.
Geometry (Å):
C -4.464210 0.328696 2.118502  -0.616
O -3.406665 0.630603 3.034636  -0.300
C -2.504193 1.593248 2.459970  -0.366
C -1.401946 2.031322 3.503819  -0.816
C -0.550966 0.776836 3.950477  1.565
C -0.082950 0.790137 5.459105  -0.867
C -0.410754 -0.526863 6.245416  -0.829
C 0.474610 -1.802079 5.836930  -0.357
C 1.668770 -1.496105 4.864200  0.782
C 2.538139 -2.811135 4.584788  -1.222
C 2.080249 -3.583732 3.263558  -0.813
C 0.529880 -3.769105 3.123674  0.933
C 0.103171 -4.397483 1.709625  -1.060
C -1.407758 -4.116655 1.385076  -0.124
N -1.688188 -2.752499 0.869772  0.881
C -0.583651 -1.863122 0.645702  -0.658
O -0.023504 -1.144336 1.416383  -0.470
C -0.337349 -2.026603 -0.885105  -0.098
C 0.819758 -1.795189 -1.714727  0.203
C 0.705935 -2.075409 -3.168209  0.463
P 2.266285 -1.808236 -4.184718  -0.071
C 2.642278 0.021608 -4.354919  -0.634
C 3.647267 -2.462724 -3.056999  -0.835
C -0.551495 -2.551820 -3.750118  -0.610
C -1.741956 -2.772966 -2.906095  0.424
Cl -3.307644 -3.318611 -3.553910  -0.202
C -1.586684 -2.522411 -1.496605  0.088
C -2.564591 -2.669397 -0.284972  -0.563
O -3.756788 -2.690987 -0.276918  -0.541
H -4.071094 0.311323 1.064409  0.229
H -5.335320 1.040406 2.217110  0.306
H -4.859906 -0.694268 2.376243  0.188
H -3.112737 2.499692 2.159546  0.424
H -2.018212 1.151345 1.547334  0.132
H -1.885290 2.481634 4.404797  0.515
H -0.694557 2.742455 2.997630  0.100
H -1.079000 -0.175290 3.691548  -0.274
H 0.385019 0.788608 3.319717  -0.803
H -0.663454 1.618603 5.966106  0.547
H 0.994260 1.098019 5.568691  0.192
H -0.252241 -0.299566 7.337794  0.388
H -1.491885 -0.816833 6.153936  0.164
H 0.905941 -2.212516 6.796550  0.533
H -0.233180 -2.587888 5.467377  -0.184
H 2.308278 -0.651526 5.229238  0.678
H 1.236348 -1.228881 3.858001  -0.756
H 2.587261 -3.466035 5.491279  0.385
H 3.589343 -2.432125 4.421976  0.294
H 2.559606 -3.043779 2.408080  0.263
H 2.585317 -4.592168 3.324172  0.391
H 0.222889 -4.539634 3.889558  0.353
H -0.072402 -2.844590 3.285813  -0.765
H 0.817794 -4.142804 0.886218  0.233
H 0.190273 -5.513537 1.855034  0.570
H -1.967942 -4.212118 2.359781  -0.325
H -1.827355 -4.936436 0.735935  0.421
H 1.770534 -1.437455 -1.269305  0.434
H 2.157229 0.666566 -3.572255  0.237
H 2.374451 0.357065 -5.394877  0.268
H 3.758120 0.160371 -4.276069  0.213
H 3.194164 -3.347855 -2.524500  0.358
H 3.905711 -1.720886 -2.250635  0.011
H 4.534785 -2.808181 -3.634532  0.403
H -0.588253 -2.753772 -4.841942  0.419
C -6.226554 -0.804816 -3.236548  -0.453
C -5.828334 0.619928 -3.574719  -0.042
C -6.496065 1.405343 -2.461052  -0.245
O -6.535005 0.546014 -1.314389  -0.473
C -6.194406 -0.788406 -1.718841  0.083
H -5.567694 -1.559093 -3.668200  0.134
H -7.245212 -0.998716 -3.587240  0.301
H -4.740830 0.726553 -3.507694  0.055
H -6.140540 0.940402 -4.566472  0.189
H -7.527990 1.665579 -2.721796  0.106
H -5.958277 2.322787 -2.213127  0.228
H -5.191687 -1.008393 -1.341161  -0.230
H -6.895704 -1.497427 -1.274763  0.337
C 3.090567 1.580292 1.291434  -0.208
C 3.465786 2.983990 0.855248  -0.415
C 2.871482 3.828421 1.969868  -0.547
O 2.909124 3.029463 3.158026  -0.492
C 3.222222 1.676168 2.799420  0.924
H 3.719888 0.801671 0.857955  0.397
H 2.050656 1.371310 1.019060  0.099
H 4.554489 3.090168 0.845307  0.039
H 3.087556 3.254370 -0.131850  0.411
H 1.824344 4.078378 1.764883  0.261
H 3.424195 4.755679 2.134692  0.348
H 4.248464 1.473216 3.121295  0.060
H 2.550872 0.992280 3.322696  -0.818
C 8.828112 0.988729 2.340288  -0.612
C 8.448913 1.876676 3.510417  -0.691
C 7.214427 2.584708 2.979950  -0.407
O 6.576878 1.677546 2.069822  -0.241
C 7.467784 0.589686 1.798096  0.046
H 9.443272 0.132657 2.618425  0.410
H 9.372913 1.572518 1.592062  0.234
H 8.183884 1.259359 4.373642  0.281
H 9.237346 2.565706 3.813843  0.377
H 7.482486 3.488281 2.421862  0.279
H 6.515412 2.860143 3.772061  0.291
H 7.081029 -0.297779 2.311206  0.285
H 7.484219 0.391130 0.724849  -0.288
C 7.721191 1.666769 -3.435455  -0.667
C 7.425639 1.217958 -2.016568  -0.255
C 6.552087 -0.002495 -2.249799  -0.149
O 6.971912 -0.580543 -3.491664  -0.423
C 7.840061 0.340298 -4.165349  -0.483
H 8.616089 2.283096 -3.524296  0.354
H 6.873679 2.235687 -3.829134  0.287
H 8.354828 0.923139 -1.519118  0.252
H 6.938697 1.979139 -1.405712  0.249
H 5.496848 0.277105 -2.348266  -0.043
H 6.642463 -0.742948 -1.452106  0.290
H 8.859970 -0.054824 -4.106981  0.306
H 7.554566 0.411294 -5.216353  0.301
C -4.282663 -4.862876 5.098939  -0.607
C -4.674319 -4.759817 6.561293  -0.620
C -3.466467 -4.051282 7.155272  -0.530
O -2.935546 -3.211001 6.123316  -0.320
C -3.545913 -3.553901 4.882847  1.147
H -5.127580 -4.992008 4.422019  0.417
H -3.599645 -5.706447 4.957739  0.299
H -5.565568 -4.134268 6.665271  0.265
H -4.877769 -5.722222 7.031740  0.353
H -2.687986 -4.766270 7.443232  0.296
H -3.720196 -3.444682 8.026598  0.298
H -4.239731 -2.751230 4.611004  0.145
H -2.777602 -3.626424 4.111712  -1.042
C -7.756627 4.136326 -7.091954  -0.556
C -8.074207 4.876151 -5.806423  -0.591
C -7.592418 3.895026 -4.752797  -0.444
O -6.497791 3.170311 -5.331265  -0.259
C -6.455108 3.439159 -6.738900  -0.446
H -7.668427 4.786015 -7.963032  0.336
H -8.534843 3.394977 -7.295693  0.277
H -7.488173 5.798400 -5.754505  0.280
H -9.127397 5.135444 -5.696679  0.334
H -8.374640 3.173407 -4.494285  0.261
H -7.260603 4.390239 -3.838405  0.312
H -5.593071 4.087384 -6.931266  0.271
H -6.316699 2.504778 -7.286396  0.250
C -0.742553 3.567274 -5.690111  -0.645
C -1.623433 2.339474 -5.566271  -0.173
C -0.984380 1.393494 -6.565611  -0.424
O 0.414985 1.709670 -6.603568  -0.401
C 0.626500 2.950260 -5.913776  -0.313
H -0.776833 4.222010 -4.818997  0.346
H -1.038014 4.149838 -6.567717  0.270
H -1.544063 1.925987 -4.556363  0.164
H -2.676676 2.530566 -5.773950  0.198
H -1.390129 1.544734 -7.571582  0.278
H -1.114431 0.344398 -6.292089  0.227
H 1.119875 2.725091 -4.961524  0.150
H 1.284548 3.590899 -6.503675  0.337

Force components x, y, z for each atom (eV/Å):
-0.4 -0.6 0.1
0.2 0.4 -0.7
0.1 0.8 0.5
-0.2 -1.3 -0.4
1.0 0.2 -0.3
-1.1 0.5 0.2
0.5 -0.1 0.2
-0.1 0.6 0.9
-0.6 -1.4 -0.6
0.1 1.1 -0.3
0.5 0.1 1.1
0.1 -0.8 -0.7
0.0 -0.5 1.0
-0.1 -0.8 1.5
-0.6 0.6 0.4
0.0 -1.0 -2.3
0.0 -0.5 -0.1
-0.1 0.0 -2.5
-2.3 -0.7 -0.6
-1.1 0.4 2.1
0.4 -0.8 -1.0
0.2 0.5 0.2
-1.1 0.0 1.0
0.3 0.3 1.7
2.0 0.9 1.0
1.5 0.4 0.4
1.0 0.6 0.1
1.5 -0.3 -1.1
0.4 -0.4 0.2
-0.5 0.0 0.8
1.0 -0.4 -0.2
0.5 1.0 -0.3
0.7 -0.8 0.1
-0.3 0.3 0.6
0.3 -0.1 -0.8
-0.9 -0.3 0.6
0.3 0.8 0.4
-1.0 -0.2 0.5
0.6 -0.8 -0.4
-1.0 -0.5 -0.2
-0.1 -0.3 -1.0
0.9 0.5 -0.1
-0.3 0.3 -0.9
0.9 0.6 0.0
-0.6 -0.8 -0.2
0.5 0.2 1.0
-0.3 0.4 -0.8
-0.9 -0.7 0.1
-0.7 -0.4 0.4
-0.6 0.8 -0.3
0.1 1.0 -0.6
0.8 -0.6 0.0
-0.7 0.1 0.6
-0.1 1.0 -0.4
0.6 -0.1 -0.9
0.4 1.1 0.1
-0.8 -0.2 -0.4
0.4 -0.5 -0.8
-0.1 -0.3 1.2
-1.0 -0.3 0.1
0.6 0.7 -0.6
0.1 -0.7 -0.8
-0.7 0.6 0.4
0.0 0.1 1.0
-0.2 -0.2 -0.1
0.3 0.0 -0.2
-0.2 0.0 0.1
0.0 0.0 -0.2
0.2 0.0 0.2
0.0 0.1 0.1
0.0 0.0 0.0
0.0 0.0 0.0
0.0 0.1 0.1
0.0 0.1 -0.1
0.0 0.0 0.1
-0.1 -0.1 0.0
0.0 0.1 0.1
-0.3 -0.2 -0.1
0.3 0.1 -0.1
-0.2 0.0 0.1
0.0 0.0 -0.3
0.2 -0.1 0.3
0.0 0.0 0.1
0.0 -0.1 0.0
0.0 0.0 0.0
0.0 0.0 0.1
0.0 0.1 -0.1
0.0 0.0 0.1
0.0 -0.1 -0.1
0.0 0.1 0.0
0.2 0.1 -0.2
0.0 -0.1 0.3
-0.1 0.2 -0.1
0.3 0.0 0.0
-0.2 -0.2 0.0
0.0 0.0 0.0
0.0 -0.1 0.0
0.0 0.1 0.0
0.0 0.0 0.0
0.0 0.0 0.1
-0.1 0.0 -0.1
0.1 -0.1 0.0
-0.1 0.0 0.0
-0.1 0.2 -0.2
0.2 0.0 0.3
-0.2 -0.1 -0.1
0.0 0.2 0.1
0.2 -0.2 0.0
0.0 0.0 0.0
0.1 0.0 0.0
0.0 0.0 0.0
0.0 -0.1 0.0
0.0 0.0 0.1
0.0 -0.1 -0.1
0.0 0.1 -0.1
0.0 -0.1 0.0
0.1 -0.3 -0.2
-0.2 0.1 0.2
0.2 0.0 0.1
-0.1 -0.2 0.2
-0.1 0.3 -0.2
0.0 0.0 0.0
0.0 0.0 0.0
0.0 0.0 0.0
0.0 0.0 0.0
-0.1 0.0 0.1
0.1 0.1 -0.1
0.0 0.0 -0.1
0.0 0.1 0.1
-0.2 -0.2 -0.2
0.1 0.3 0.1
-0.1 -0.2 0.1
-0.2 0.3 -0.2
0.3 0.0 0.1
0.0 0.0 0.0
0.0 0.0 0.0
0.0 0.0 0.0
0.0 0.0 0.0
-0.1 0.1 0.0
0.1 -0.1 0.0
0.0 0.0 -0.1
0.0 0.0 0.1
0.0 0.3 -0.2
-0.1 -0.2 0.3
0.1 -0.1 -0.3
-0.2 0.2 0.2
0.2 -0.2 0.1
0.0 0.0 0.0
0.0 0.0 0.0
0.0 0.0 0.0
0.0 0.0 0.0
-0.1 0.0 0.0
0.1 0.0 0.0
0.0 0.1 0.0
0.0 -0.1 0.0